(1)
{"formula": "C15H17N11Zn", "method": "ωB97M-V with the def2-TZVPD basis set", "symbols": ["Zn", "N", "C", "N", "C", "N", "N", "C", "N", "C", "C", "C", "C", "C", "N", "H", "H", "H", "H", "H", "H", "H", "H", "N", "C", "C", "N", "C", "H", "H", "H", "H", "N", "C", "C", "N", "C", "C", "N", "H", "H", "H", "H", "H"], "coordinates": [[-0.0225, -0.0095, -0.5677], [-1.4816, 2.5893, -2.2605], [-2.0126, 2.2999, -1.0692], [-2.8644, 3.1591, -0.5472], [-3.4079, 2.8321, 0.6256], [-4.2658, 3.6620, 1.1897], [-3.1389, 1.6712, 1.2890], [-2.2698, 0.8936, 0.7200], [-1.6576, 1.1279, -0.4666], [-1.8965, -0.3547, 1.4392], [-2.7182, -0.9057, 2.4059], [-2.2976, -2.0601, 3.0504], [-1.0684, -2.6123, 2.7200], [-0.3078, -2.0055, 1.7381], [-0.7139, -0.9024, 1.1031], [-1.8085, 3.4231, -2.7215], [-0.9769, 1.9057, -2.7933], [-4.5166, 4.5191, 0.7256], [-4.6903, 3.4174, 2.0678], [-3.6624, -0.4358, 2.6373], [-2.9214, -2.5222, 3.8037], [-0.6993, -3.5011, 3.2114], [0.6562, -2.4023, 1.4446], [1.2191, -3.1718, -2.9647], [2.3899, -2.8346, -2.3370], [2.1006, -1.7464, -1.5780], [0.7636, -1.4267, -1.7429], [0.2649, -2.3146, -2.5892], [1.1020, -3.9379, -3.6103], [3.3113, -3.3701, -2.4835], [2.7576, -1.1758, -0.9438], [-0.7553, -2.3515, -2.9335], [2.8472, 3.3553, 2.4395], [2.6071, 2.8454, 1.2243], [1.6620, 1.8147, 1.0183], [1.4589, 1.3075, -0.1907], [2.1667, 1.7977, -1.2214], [3.0738, 2.8246, -1.0067], [3.2904, 3.3429, 0.1870], [2.4049, 3.0013, 3.2671], [3.5235, 4.0954, 2.5322], [1.0860, 1.4164, 1.8456], [2.0113, 1.3566, -2.1966], [3.6381, 3.2416, -1.8323]], "nbo_charge": [1.68, -0.75, 0.63, -0.55, 0.62, -0.71, -0.51, 0.45, -0.79, 0.14, -0.18, -0.11, -0.21, 0.06, -0.63, 0.44, 0.40, 0.43, 0.43, 0.27, 0.25, 0.26, 0.22, -0.47, -0.05, -0.10, -0.69, 0.22, 0.46, 0.26, 0.24, 0.24, -0.75, 0.38, -0.04, -0.59, -0.09, 0.06, -0.39, 0.41, 0.43, 0.21, 0.21, 0.23], "lumo_energy_ev": -6.2, "charge": 2, "orbital_gap_ev": 8.193, "homo_energy_ev": -14.4}



(2)
{"formula": "C40H53FN8O10P", "method": "ωB97M-V with the def2-TZVPD basis set", "symbols": ["C", "C", "C", "N", "C", "C", "C", "C", "C", "O", "C", "C", "C", "N", "C", "C", "N", "N", "C", "C", "C", "F", "P", "O", "H", "H", "H", "H", "H", "H", "H", "H", "H", "H", "H", "H", "H", "H", "H", "H", "H", "H", "H", "H", "H", "H", "H", "H", "H", "H", "H", "H", "H", "H", "H", "H", "H", "C", "C", "C", "C", "C", "C", "N", "O", "O", "H", "H", "H", "H", "H", "C", "C", "C", "C", "C", "C", "N", "O", "O", "H", "H", "H", "H", "H", "C", "C", "C", "C", "C", "C", "N", "O", "O", "H", "H", "H", "H", "H", "C", "C", "C", "C", "C", "C", "N", "O", "O", "H", "H", "H", "H", "H"], "coordinates": [[1.8213, 1.7808, 0.4410], [1.6904, 1.1235, -0.6729], [0.8554, -0.1420, -0.8171], [-0.5281, 0.0024, -0.3528], [-0.7629, -0.2576, 1.0900], [-1.2595, -1.7127, 1.2838], [-0.5198, -2.4630, 2.3857], [0.7376, -3.1976, 1.8728], [0.9906, -4.5169, 2.5919], [0.7412, -5.5919, 1.7138], [1.2062, -6.8230, 2.2280], [0.0537, -7.6582, 2.8289], [-1.5015, 0.3344, -1.1073], [-1.3429, 0.5752, -2.4672], [-1.2203, -0.6578, -3.2860], [-2.2026, -0.7309, -4.4151], [-2.5209, 0.2599, -5.1028], [-2.7901, 0.4913, -0.5993], [-3.6795, -0.6649, -0.9327], [-5.1617, -0.3913, -0.6565], [-5.4412, 0.2443, 0.7042], [-6.3850, 1.2422, 0.5187], [-3.3464, 1.9845, -1.2694], [-2.2557, 2.9611, -1.2550], [2.6998, 2.3851, 0.5772], [1.1077, 1.7376, 1.2428], [2.1919, 1.4900, -1.5549], [1.3008, -0.9124, -0.2015], [0.9252, -0.4914, -1.8375], [-1.4545, 0.4610, 1.5010], [0.1818, -0.1705, 1.6055], [-2.3087, -1.6633, 1.5505], [-1.1125, -2.2528, 0.3545], [-0.3009, -1.8429, 3.2518], [-1.1835, -3.2468, 2.7393], [0.5510, -3.4457, 0.8279], [1.5954, -2.5291, 1.9090], [2.0338, -4.5477, 2.9021], [0.3364, -4.5803, 3.4639], [1.6709, -7.3913, 1.4318], [1.9666, -6.6938, 2.9966], [0.0477, -8.6456, 2.3799], [-0.8735, -7.1522, 2.5838], [0.1591, -7.8040, 3.8970], [-0.6222, 1.2621, -2.6598], [-0.2100, -0.7015, -3.6843], [-1.3604, -1.5311, -2.6528], [-2.6047, -1.7186, -4.6388], [-3.1779, -0.0429, -5.8201], [-3.5914, -0.8879, -1.9966], [-3.3806, -1.5638, -0.4116], [-5.6415, -1.3621, -0.6526], [-5.5983, 0.1721, -1.4733], [-4.5664, 0.7214, 1.1370], [-5.8461, -0.4692, 1.4129], [-3.8679, 1.7054, -2.5494], [-4.4275, 2.4664, -0.5106], [-5.2852, 1.9653, 6.7452], [-5.2941, 0.7952, 7.4919], [-5.0351, -0.4208, 6.8811], [-4.7657, -0.4462, 5.5246], [-4.7596, 0.7111, 4.7655], [-5.0220, 1.9226, 5.3824], [-4.4691, -1.7339, 4.8800], [-4.5015, -2.7314, 5.5672], [-4.2017, -1.7299, 3.6840], [-5.4833, 2.9138, 7.2266], [-5.5009, 0.8306, 8.5525], [-5.0429, -1.3309, 7.4628], [-4.5529, 0.6786, 3.7062], [-5.0191, 2.8351, 4.8020], [-0.3722, 4.3723, -4.4210], [-0.0058, 4.3044, -3.0822], [1.3290, 4.4082, -2.7250], [2.2802, 4.5833, -3.7147], [1.9318, 4.6497, -5.0520], [0.5954, 4.5419, -5.4037], [3.6929, 4.7106, -3.3312], [3.9657, 4.6211, -2.1419], [4.5083, 4.8986, -4.2103], [-1.4156, 4.2945, -4.6987], [-0.7583, 4.1719, -2.3165], [1.6145, 4.3544, -1.6841], [2.6838, 4.7833, -5.8160], [0.3080, 4.5931, -6.4449], [5.8998, 6.9333, -1.1807], [6.6346, 8.0507, -0.8059], [6.9222, 8.2780, 0.5307], [6.4705, 7.3758, 1.4762], [5.7323, 6.2623, 1.1188], [5.4446, 6.0418, -0.2196], [6.7914, 7.5990, 2.8951], [7.4250, 8.5972, 3.1813], [6.4039, 6.7682, 3.6985], [5.6826, 6.7546, -2.2265], [6.9872, 8.7447, -1.5568], [7.4937, 9.1470, 0.8218], [5.3822, 5.5680, 1.8684], [4.8739, 5.1773, -0.5143], [3.4012, -7.4047, -2.4113], [3.6903, -6.2733, -3.1631], [2.7003, -5.3407, -3.4195], [1.4296, -5.5540, -2.9121], [1.1239, -6.6783, -2.1654], [2.1195, -7.6080, -1.9176], [0.3829, -4.5584, -3.1657], [0.6704, -3.5833, -3.8434], [-0.7201, -4.7508, -2.6852], [4.1781, -8.1306, -2.2096], [4.6885, -6.1185, -3.5485], [2.9247, -4.4622, -4.0065], [0.1278, -6.8356, -1.7782], [1.8969, -8.4921, -1.3364]], "mulliken_charge": [-1.01, -0.19, -0.51, 0.71, -1.02, -0.53, -1.33, -0.17, -0.99, -0.23, -0.27, -1.14, -1.54, 0.45, -0.32, -0.72, -0.50, 1.08, -0.31, -0.93, -0.11, -0.37, 0.31, -0.63, 0.39, 0.27, 0.54, 0.43, 0.33, 0.18, 1.00, -0.03, 0.51, 0.44, 0.64, 0.27, 0.30, 0.42, 0.33, 0.27, 0.34, 0.33, 0.32, 0.32, 0.19, 0.58, 0.26, 0.52, 0.28, -0.06, 0.41, 0.48, 0.38, 0.04, 0.42, 0.04, 0.13, -0.45, -0.49, -0.40, -0.15, 0.03, -0.45, 1.01, -0.59, -0.58, 0.39, 0.39, 0.47, 0.40, 0.39, -0.55, -0.54, -0.20, -0.03, -0.50, -0.45, 0.99, -0.61, -0.60, 0.44, 0.61, 0.53, 0.49, 0.40, -0.41, -0.49, -0.41, 0.06, -0.54, -0.25, 1.01, -0.60, -0.61, 0.33, 0.38, 0.45, 0.43, 0.71, -0.50, -0.50, -0.32, 0.06, -0.21, -0.49, 1.10, -0.63, -0.63, 0.40, 0.39, 0.46, 0.45, 0.44], "lumo_energy_ev": -3.3, "de_lowest_kcal_mol": 17.1, "charge": 1, "orbital_gap_ev": 7.719, "homo_energy_ev": -11.0}



(3)
{"formula": "C4H12O3S", "method": "ωB97M-V with the def2-TZVPD basis set", "symbols": ["O", "C", "C", "C", "C", "S", "H", "H", "H", "H", "H", "H", "H", "H", "H", "H", "O", "H", "H", "O"], "coordinates": [[-2.1175, -0.1285, 1.6377], [-1.3577, -0.6875, 0.8936], [-1.5717, -0.5883, -0.6264], [-1.0509, 0.7701, -0.9627], [-0.8816, 1.0770, -2.3109], [1.5229, -1.2418, -1.0635], [-0.5131, -1.2675, 1.2927], [-0.8610, -1.2589, -1.1241], [-2.6212, -0.8034, -0.8298], [-0.0235, 0.3564, -1.7459], [-0.9047, 1.4222, -0.0993], [-1.7568, 0.8350, -2.8985], [-0.2297, 1.9154, -2.5263], [2.1369, -1.6477, -2.1813], [1.2555, 1.6230, 1.5545], [0.1938, 2.6507, 2.0473], [0.5637, 2.2396, 1.2613], [1.7343, -0.5561, 1.0182], [2.8456, -0.5652, 1.9598], [1.9207, -0.2886, 1.9474]], "nbo_charge": [-0.51, 0.44, -0.65, 0.02, -0.47, -0.93, 0.16, 0.31, 0.28, 0.38, 0.31, 0.27, 0.25, 0.16, 0.51, 0.48, -0.99, 0.49, 0.48, -0.99], "lumo_energy_ev": -1.6, "de_lowest_kcal_mol": 94.2, "orbital_gap_ev": 6.175, "homo_energy_ev": -7.8}



(4)
{"formula": "BrH9Si5", "method": "ωB97M-V with the def2-TZVPD basis set", "symbols": ["Si", "Si", "Si", "Si", "Si", "Br", "H", "H", "H", "H", "H", "H", "H", "H", "H"], "coordinates": [[-1.7540, 1.2147, 0.3132], [-1.6106, -1.0902, 0.5095], [0.5209, 1.9103, -0.1453], [0.4458, -1.8995, -0.1340], [1.7307, 0.0211, -0.7436], [3.8714, -0.2547, 0.1898], [-3.0640, 1.8368, -0.2045], [-1.5724, 1.7057, 1.7328], [-1.6089, -1.1319, 2.0025], [-2.4035, -1.8260, -0.3423], [0.5011, 2.7688, -1.5546], [0.9963, 3.0989, 0.6033], [0.9584, -2.6482, 1.2700], [0.6982, -3.0278, -1.0616], [2.2907, -0.6781, -2.4351]], "nbo_charge": [0.20, 0.23, 0.15, 0.16, 0.33, -0.32, -0.07, -0.11, -0.07, -0.12, -0.09, -0.06, -0.08, -0.09, -0.05], "lumo_energy_ev": -1.0, "de_lowest_kcal_mol": 38.8, "orbital_gap_ev": 8.137, "homo_energy_ev": -9.2}